Formula: C27H55BCl43N2O2PS
Source: the OMol25 dataset
Level of theory: the ωB97M-V functional and the def2-TZVPD basis

Output
Relative energy (zero: lowest compared OMol25 entry of this formula, charge and spin) = 0.0 kcal per mole
Gap between HOMO and LUMO = 8.775 eV

Structure (XYZ):
```
132
Properties=species:S:1:pos:R:3:mulliken_charge:R:1
C 9.0142 -3.2585 6.4490 0.35
Cl 2.9644 5.2392 1.7536 -0.16
Cl -7.3942 1.5792 3.3700 -0.18
Cl 7.9572 -0.6718 8.2918 -0.08
H 1.5957 -1.9815 0.0668 0.31
H -5.8679 0.1439 2.2896 -0.11
Cl -3.5127 2.8758 -0.7336 -0.17
C -1.6665 -2.7952 -5.6874 0.23
C 2.1607 5.2373 -2.0018 -0.31
Cl -6.6453 -1.4055 5.1400 -0.13
Cl -2.3943 -3.7712 3.3578 -0.05
C 2.2333 -0.5597 1.3585 -0.62
Cl 2.3946 5.0289 4.6154 -0.15
Cl -6.9475 -3.4423 3.0778 -0.12
H 2.3890 5.6443 -1.0235 0.09
C 3.2634 0.5866 1.0714 1.06
Cl 1.9144 -4.1562 2.9641 0.08
Cl -4.2054 -0.2910 -4.2542 -0.12
H -1.7897 1.0040 -1.5345 -0.45
O 3.0294 -2.9342 -1.7033 -0.62
C -1.1067 -0.0933 2.5293 -0.40
Cl 3.7994 -3.6831 5.9280 -0.20
Cl 5.5454 -1.1148 -6.9585 -0.15
O 1.8580 -1.0288 2.4126 -0.58
H 2.2988 0.2942 -1.4989 -0.10
Cl 4.0727 -3.4306 -5.9204 -0.07
H -6.4554 -0.9762 -4.3491 -0.37
Cl 8.0183 1.4889 10.2726 -0.15
Cl -3.4486 2.8387 -3.6762 -0.20
H 1.7754 -7.0622 -7.1283 0.29
H -0.8084 -0.6732 1.6633 0.03
H -5.4308 -2.1511 -3.4814 0.33
H 4.8643 -1.0097 -3.3570 0.31
P 4.2702 1.3109 2.4640 0.47
H -1.1479 -2.1003 -6.3380 0.29
C -7.5529 -2.8298 4.6205 -0.30
Cl -5.0623 8.3790 -0.3550 -0.17
N 1.8423 -0.9936 0.0866 0.29
C -5.6525 -1.0998 -3.6305 0.22
Cl -6.5986 1.0938 -6.8913 -0.12
H 4.6132 -2.9328 3.8556 0.24
C 3.8033 -1.2735 -3.4800 0.79
H 4.0018 2.6795 2.3393 -0.09
H 8.9545 -0.6602 10.4183 0.30
H -8.3531 4.7220 -2.7228 0.24
B 3.1945 -1.6154 -2.0672 0.42
C 3.9852 -0.1269 -0.0867 -0.85
C -0.8035 0.6621 -1.8174 0.93
H 7.9725 -3.3669 6.1695 0.05
H 1.1643 6.1554 2.9594 0.31
Cl 2.9222 3.6445 -2.1579 -0.02
H -2.7549 -2.6585 -0.0130 0.47
Cl -0.1503 1.7932 -3.0093 -0.16
Cl -10.4424 4.0374 -1.8947 -0.17
Cl -7.0716 1.1065 0.5023 -0.09
H -8.0509 -0.2755 -8.1305 0.29
H 3.7306 0.7979 -4.2043 0.24
Cl -3.1511 -3.2733 6.1422 -0.16
C -8.1147 0.2343 -7.1762 -0.27
Cl -8.4381 -0.9695 -5.9202 -0.18
Cl -1.0247 1.6231 2.1045 -0.06
Cl -2.7280 -0.5905 3.0262 0.06
H -2.4797 -2.2977 -5.1716 -0.24
Cl -2.3350 -4.1032 -6.6747 -0.18
Cl 0.2359 -6.4343 3.7424 -0.15
H 3.7922 -2.1689 -4.1255 -0.91
Cl -5.4590 6.2549 -2.3381 -0.22
H -0.4257 -0.2712 3.3528 0.46
Cl 9.9934 -3.2546 4.9732 -0.17
H 3.0213 -0.3597 -5.3050 0.31
Cl -3.0029 -0.3635 0.4187 0.13
C 1.7071 5.2183 3.0033 0.10
H -4.1492 6.2124 -0.3800 0.20
H -1.9155 9.9601 -0.1567 0.29
C 8.8509 0.0733 9.6271 -0.36
H 3.5770 -1.7094 4.6390 0.15
H 2.1642 -8.1320 -5.7570 0.30
H -7.4410 -3.6034 5.3715 0.29
C -6.2673 1.1318 2.0808 0.19
H -0.1812 9.5454 -0.0924 0.31
H 4.2636 -1.0784 0.3970 0.51
H -5.1574 2.1180 -2.2413 -0.55
C -1.8307 -3.6452 5.0264 -0.15
Cl 5.8068 -1.6252 5.4018 -0.24
Cl -1.5617 7.6512 0.0741 -0.10
C 3.1114 -0.1069 -4.2397 -0.76
H 2.5580 5.8704 -2.7867 0.35
H -0.1456 0.6416 -0.9539 -0.28
Cl 2.0140 -5.8795 -5.1169 -0.06
Cl 9.4500 -4.5906 7.5291 -0.17
H -4.9808 3.8969 -2.2421 -0.55
H 5.9322 -3.4012 -7.3505 0.33
C -4.4590 2.9476 -2.2329 1.42
H 9.1739 -2.3246 6.9790 -0.05
C -4.3586 6.9606 -1.1363 -0.05
H 6.3605 -0.1469 -0.3216 0.19
C 2.7874 -0.5345 -0.9665 -0.26
Cl 0.4024 5.1494 -2.1248 -0.08
C -2.9627 -2.0705 0.8748 -0.67
H 2.2456 -6.4411 2.5311 0.31
Cl -0.9191 -0.9850 -2.4600 0.00
H 2.1007 0.1144 -3.8802 0.03
H -8.9267 0.9523 -7.1799 0.26
H 1.0466 4.3800 2.8060 -0.11
C 4.3597 -2.4478 4.7912 0.04
H -2.1871 -2.2134 1.6195 -0.07
H 6.3520 -2.9176 -5.6870 0.26
H 2.4959 -6.0297 4.2491 0.26
H 5.6150 1.1268 2.0846 0.05
C -8.6757 4.0930 -1.9008 -0.32
C 1.8718 -5.8736 3.3756 -0.49
H 9.8231 0.3805 9.2593 0.28
Cl -0.5215 -3.3922 -4.4815 -0.12
H 4.7944 0.3739 4.3032 0.11
H -1.3876 -4.5915 5.3136 0.29
H -1.0966 -2.8483 5.0814 0.12
Cl -1.0698 9.3411 -2.2609 -0.15
H 3.1712 -3.5014 -2.4808 0.27
H -5.4686 1.8645 2.0471 0.16
H -8.5959 -2.5595 4.5010 0.29
H -3.4512 7.2593 -1.6406 0.20
Cl -6.1540 -0.4067 -2.0846 -0.05
S 5.4227 0.6512 -0.8517 -0.12
Cl 4.0878 -7.2010 -6.7300 -0.16
Cl -4.5023 -2.5775 1.5739 0.02
C 5.6287 -2.8182 -6.4884 -0.34
H -8.3389 4.5007 -0.9538 0.26
N 3.9434 0.7723 3.9069 -0.58
Cl 2.1381 1.9480 0.6078 0.08
C 2.3871 -7.1891 -6.2426 -0.36
Cl -7.9613 2.4887 -2.1045 0.00
C -1.1489 9.2727 -0.4972 -0.32
```



Formula: C27H55CsIN4O9SSi
Source: the OMol25 dataset
Level of theory: the ωB97M-V functional and the def2-TZVPD basis

Output
Relative energy (zero: lowest compared OMol25 entry of this formula, charge and spin) = 29.1 kcal per mole
Gap between HOMO and LUMO = 7.079 eV
Total charge = -1

Structure (XYZ):
```
99
Properties=species:S:1:pos:R:3:mulliken_charge:R:1
C 1.0579 3.5442 -0.4344 0.62
C -2.4938 -3.1858 3.6773 -0.39
S 0.2769 4.5858 -1.6709 -0.15
C 1.5205 -3.8568 -0.8360 2.02
H -3.0596 1.2885 -0.3840 -0.39
C 1.2263 -0.6638 -3.8518 -1.09
C 3.3582 0.6185 -4.0495 -1.82
H 2.0502 -3.4311 1.2198 0.07
H 2.1108 3.7823 -0.2737 0.48
H 1.5283 -5.0881 0.9367 0.51
C -2.8593 4.6291 3.7116 -0.13
C 3.7573 0.9899 0.7955 -1.11
H 2.9148 -2.8036 -3.7816 0.12
C -3.8244 -2.4584 3.5553 -1.04
O 2.8934 -1.2526 0.4681 0.55
O -2.8507 -1.4275 0.4524 -0.76
H 3.1533 -5.2390 -0.9895 0.53
H 3.5255 1.2975 -0.2240 0.02
H 0.3321 -3.7935 0.9792 0.36
C -4.5224 -0.6837 2.0022 -0.99
H 0.9728 2.4847 -0.6927 -0.69
O -2.7189 1.6357 2.5202 -0.37
H -5.5408 -1.0835 2.1131 0.42
H -0.6527 -0.3666 -1.2691 -0.57
H -1.8156 -2.5976 4.3128 0.20
H 5.4391 -1.9895 0.2927 0.32
H 4.3467 -1.9450 2.4945 0.34
H 0.6044 -5.7464 -1.4250 0.41
H 3.6757 -3.5659 -0.8338 -0.02
C 0.8460 3.8039 -3.1685 -0.42
H 3.3223 -0.5822 2.9548 0.31
H 6.1286 -0.3737 0.4878 0.51
H -4.3629 -2.4560 4.5190 0.40
Si 1.9290 -1.0291 -0.8711 -3.31
H 0.5120 3.7376 0.4912 -0.17
N -3.6320 -1.1150 3.0476 0.80
H -0.8805 3.7744 3.6861 0.44
H 4.4221 0.6243 -3.8069 0.34
O -4.7959 -0.6984 -0.3593 -0.78
C 3.3730 -1.8847 -4.1507 -1.75
H 0.7688 -1.6099 -3.5550 0.08
C 5.2541 -0.9267 0.1274 -1.67
Cs -0.2171 0.3555 1.6112 1.16
H 0.3134 4.2508 -4.0082 0.43
H -4.5910 0.4057 2.0207 0.18
H 3.2507 0.7137 -5.1337 0.43
O 1.2213 -2.4895 -1.1820 0.91
H -2.1959 -1.0225 -0.8372 0.21
H -4.0939 2.5132 -2.1353 0.29
C 2.7174 -0.6613 -3.5405 2.04
H 1.9166 3.9240 -3.3454 0.32
C -2.3123 0.9111 3.4662 0.77
C -4.0488 -0.9867 0.5821 0.48
H -1.4841 -1.3887 -2.3059 0.51
H 0.6169 2.7374 -3.1700 -0.26
H 2.8953 1.4868 -3.5802 0.28
C 4.2067 -0.8691 2.3847 -1.76
H -2.8138 -0.6117 4.8851 0.40
H -1.9472 5.5962 0.1648 0.44
I -3.2627 4.0311 5.6417 0.07
C -3.2971 -0.1113 4.0466 -1.23
H 3.2756 -1.8679 -5.2402 0.48
H 5.1475 -0.7558 -0.9426 0.08
H 1.0705 -0.5509 -4.9301 0.62
C 0.4927 -4.6729 -1.6001 -1.82
H 3.0195 -4.1453 -2.3727 0.33
N -1.2998 4.6932 1.8999 -0.30
C -2.4966 1.6447 -1.2515 1.41
H 0.5920 -4.4898 -2.6720 0.36
H 0.7092 0.1488 -3.3471 -0.11
O 2.9687 -0.6952 -2.1289 0.64
C -3.4882 5.6302 1.6530 -0.62
H -4.7862 5.5147 3.3659 0.37
H -2.6196 -4.1572 4.1664 0.41
C 2.9243 -4.2099 -1.2871 -1.46
H -2.1563 -2.6731 1.8108 0.32
O -1.1170 0.8542 3.8658 -0.94
H -1.5224 1.9763 -0.8874 -0.39
H -4.1986 6.1299 1.0079 0.39
H 4.4342 -1.9139 -3.8980 0.30
H -4.1959 0.4128 4.4123 0.22
H -3.2759 0.1712 -2.6098 0.52
C -2.3050 0.5243 -2.2587 -0.92
O -1.9079 -3.4129 2.4130 -0.50
C -1.6297 4.3308 3.1355 -0.28
H -4.4552 -3.0056 2.8483 0.41
H -0.5141 -4.3911 -1.2896 0.28
H 4.6204 1.5790 1.1252 0.61
C 1.3451 -4.0438 0.6604 -1.58
H -1.7151 0.8661 -3.1092 0.26
C 4.0386 -0.4987 0.9201 1.93
C -2.2261 5.3234 1.1772 -0.29
N -1.6123 -0.6344 -1.6378 0.88
N -3.1212 2.7566 -1.9729 -0.73
O 0.8023 0.0637 -0.6151 -0.41
C -3.8114 5.2848 2.9563 -0.23
H 5.0714 -0.3632 2.8230 0.41
H -3.1319 3.5903 -1.3978 0.26
H 2.9093 1.2595 1.4256 0.20
```



Formula: C27H55F5N3O4
Source: the OMol25 dataset
Level of theory: the ωB97M-V functional and the def2-TZVPD basis

Output
⟨S²⟩ = 0.7542
Relative energy (zero: lowest compared OMol25 entry of this formula, charge and spin) = 91.2 kcal per mole
Gap between HOMO and LUMO (spin up / spin down) = 9.172 / 9.209 eV
2S+1 = 2

Structure (XYZ):
```
94
Properties=species:S:1:pos:R:3:mulliken_charge:R:1
C 5.0817 -0.1607 -2.6468 0.54
H 2.6070 -3.0510 1.6356 0.26
N -3.0552 -5.4298 -0.7580 -0.75
C 3.5425 0.0969 -2.9269 0.54
C 0.4389 0.0104 -1.5814 -0.84
O 1.0206 -1.8968 2.0958 0.06
F 5.2856 -1.0169 -1.5428 -0.23
H -2.0682 1.4026 1.2697 0.15
H -5.5953 -2.0284 -0.9107 0.37
H -5.2383 -4.7539 -2.0817 0.28
H -0.2481 -0.6249 -2.2409 0.48
H 2.7570 1.9748 2.0102 0.14
H 1.1100 0.7661 -3.5515 0.42
C -4.2395 -3.6374 0.4941 -0.69
F 5.8904 0.9576 -2.6244 -0.20
H 5.9003 0.9247 -0.1191 0.14
H 6.1852 2.4915 0.9265 0.38
C -5.3705 3.9710 3.5570 -0.64
H -6.3858 -4.7995 -0.7338 0.35
H -2.3147 -5.4028 -0.0578 0.23
C -4.2360 2.7334 1.9659 -0.57
H -5.2148 -3.3071 0.8726 0.47
N 0.2847 -4.3054 0.7226 -0.56
C 5.4668 1.6800 0.5970 -1.26
H -3.2829 3.4732 0.0794 0.29
C 1.2382 1.0713 -2.4536 -1.06
C 0.1584 -1.5281 3.1607 -0.89
H -4.5063 -5.7511 0.7056 0.42
H -2.3906 0.4353 -1.7012 0.31
F 3.4489 0.4456 -4.3069 -0.35
H -5.6276 -6.2831 -1.3164 0.37
H 2.1742 -3.1093 3.3351 0.44
C -5.4539 -5.2221 -1.1198 -1.48
H 2.8354 5.5347 -3.0571 0.39
C -4.5812 -2.1114 -1.3117 -0.71
H 2.8410 3.7795 1.4069 0.33
C 4.0415 2.2789 0.1121 0.95
H -4.7150 1.7703 2.3648 0.34
O -3.6748 -2.6565 -0.3703 -0.11
H -4.9057 3.0769 4.1053 0.31
C 0.9710 -4.3861 2.0156 0.33
H -2.8050 -4.6776 -1.3998 0.35
H -1.8735 2.1828 -1.3442 0.17
H -0.5881 -0.1328 0.3963 -0.03
C 2.8124 1.2104 -2.0760 1.92
C -3.7855 2.5189 0.4304 -0.52
H -0.3753 -5.7849 2.9671 0.36
H 4.0597 5.9401 -1.7511 0.38
H -3.3591 0.2672 0.6700 0.20
H -3.5706 -3.6815 1.3599 0.19
O -5.1513 3.8525 2.1166 -0.38
H 2.1026 1.2276 0.1189 -0.43
C -4.3172 -5.0518 -0.1162 0.36
H 2.3978 2.9320 -3.5296 0.31
C -0.4809 0.6361 -0.4345 -0.01
H 1.7787 5.2244 -0.5883 0.31
H 4.2392 2.9887 2.2510 0.45
H -0.8230 -1.9879 3.0249 0.18
H 0.9791 -4.1551 -0.0072 0.27
H 1.0721 4.2706 -1.9671 0.42
H 1.4085 3.3654 -0.4151 0.08
H -4.7383 2.2879 -0.1419 0.25
H 0.0205 -0.4448 3.1249 0.24
N 4.2790 3.4994 -0.6910 0.69
C 1.7552 -3.0964 2.3216 -0.88
F 5.5521 -0.9275 -3.7449 -0.30
H 4.1731 2.6121 -3.3386 0.54
H -4.2306 -1.1106 -1.5747 0.10
H 0.0058 1.5540 0.0558 -0.03
H 3.5151 0.1599 -0.2439 0.41
H 0.6909 2.0681 -2.3617 0.22
O 5.4502 3.5432 -1.2679 -0.58
C -1.9258 1.1159 -0.9252 -0.33
H -3.3166 2.9731 2.5931 0.36
C 3.7222 5.1327 -2.4741 -1.48
C 3.0618 1.1831 -0.5046 -0.83
C 3.2020 2.6419 -2.7645 -1.83
H 0.5721 -1.7924 4.1379 0.44
H -0.9388 -4.1260 3.0578 0.20
C 3.2160 3.8114 -1.6798 1.40
H -0.2570 -3.4402 0.7193 0.17
H -6.4790 3.9415 3.8245 0.25
H 1.1508 -0.7268 -1.0691 0.15
H -4.5791 -2.7125 -2.2234 0.26
H 4.5206 4.8764 -3.2512 0.30
H 0.3940 -4.6637 4.0923 0.37
C -2.8322 1.2439 0.4271 -0.32
C 3.3829 2.7928 1.5120 -1.36
H -4.8498 4.8974 3.9846 0.24
C 1.7948 4.1979 -1.0793 -1.35
H 1.6963 -5.2053 1.9662 0.43
C -0.0443 -4.7509 3.0946 -1.37
F 2.9307 -1.1882 -2.8547 -0.32
H 5.2099 1.0950 1.5532 0.42
```



Formula: C27H57N2OP3Pb
Source: the OMol25 dataset
Level of theory: the ωB97M-V functional and the def2-TZVPD basis

Output
Relative energy (zero: lowest compared OMol25 entry of this formula, charge and spin) = 0.0 kcal per mole
Gap between HOMO and LUMO = 6.824 eV

Structure (XYZ):
```
91
Properties=species:S:1:pos:R:3:mulliken_charge:R:1
C -0.4583 -3.6331 0.5422 1.35
C -0.8605 -3.8609 1.9971 -1.23
O -1.3426 -2.8223 -0.1188 -0.75
H -1.6164 3.6901 1.1574 0.21
H -0.2162 3.5400 -4.4403 0.40
H -2.4970 -2.9937 -2.2614 0.15
H 1.0831 2.0627 4.7440 0.33
H 2.9172 0.7090 -2.5652 0.19
H 2.9551 -2.8491 -3.9906 0.35
H 0.4499 -1.0576 5.0236 0.61
H 2.2746 -1.3533 3.7574 0.58
C 1.2230 2.4302 1.1717 2.61
H 5.3568 -1.8253 -1.5367 0.47
H -0.9035 2.4030 4.5685 0.25
H -4.7097 -1.2209 -0.4774 0.59
C -0.1074 -0.4213 4.3227 -1.84
P 0.0792 1.1808 2.0273 -0.34
C -0.8920 0.3993 -3.2548 -0.59
H 4.6515 -0.5890 -0.4514 0.36
C -0.1317 1.7305 -5.6312 -0.48
C 0.9260 0.2932 3.4442 2.69
H -0.8580 3.8078 3.4793 0.26
C 1.7191 1.2717 4.3268 -2.10
P 2.9683 -1.6270 -1.8952 0.94
H -2.9205 -2.0536 -3.7681 0.39
H 0.2509 1.9099 -0.6999 0.02
N -1.4063 -0.2089 -2.0817 -0.22
H 0.5679 -3.0317 0.6496 -0.45
C 3.3363 -3.0390 -2.9843 -1.37
H -2.4379 -0.0096 2.1886 -0.20
H -3.4698 1.5736 -2.3746 0.31
H -3.8456 0.4149 -3.7056 0.40
C -0.4424 -0.3346 -4.3860 -0.35
C 0.6601 2.8027 -0.2123 -1.83
H -0.9236 -5.5136 -0.5150 0.37
H 2.8458 -3.9323 -2.5832 0.29
H 0.4868 4.3439 1.9308 0.31
H 2.1098 0.6829 5.1711 0.55
C 2.6053 1.7768 0.9308 -2.09
H 0.3129 -4.5581 -1.2991 0.17
H 0.7098 -5.3888 0.2366 0.36
C -0.1581 0.3269 -5.5766 -0.63
H -2.4034 3.1793 4.0744 0.51
H 3.2663 2.5421 0.4878 0.64
P -2.9366 -0.6718 -1.8633 1.57
H -0.7502 2.3660 -2.3525 0.35
H -0.7683 -1.0687 3.7343 0.10
H -1.8560 -4.3135 2.0843 0.40
H 0.0497 2.2589 -6.5816 0.36
C 1.8898 -0.7877 2.8987 -1.80
H -4.2160 -2.4839 -2.5737 0.47
H 1.4699 3.2055 -0.8475 0.55
Pb 0.2362 -1.2390 -0.5538 1.21
H 4.2950 -0.1492 -3.3015 0.44
C 1.3661 3.6974 2.0236 -1.96
C -3.1584 -2.2347 -2.7102 -1.29
H -3.5998 1.2352 2.7081 0.56
H 2.2363 4.2614 1.6543 0.52
H 3.0744 1.4422 1.8613 0.34
H 1.3627 -1.4757 2.2329 0.21
H -3.2052 -1.5632 0.4354 0.06
C -0.3271 2.4530 -4.4463 -0.73
H -4.9119 0.5036 -2.2476 0.47
H -0.1332 3.5551 -0.1555 0.37
C 4.4991 -1.5770 -0.8996 -1.53
H -3.8320 0.1424 0.2601 0.20
C -0.0768 -4.8546 -0.3100 -1.51
H 2.5766 1.7206 3.8097 0.29
H -0.8847 -2.8830 2.5067 0.02
C -0.6697 1.7936 -3.2699 0.13
C -2.5787 0.8477 2.8616 -1.21
H -0.7082 0.2764 4.9095 0.34
H 2.6399 -0.3679 -3.9381 0.32
H 0.0588 -0.2409 -6.4882 0.37
H -2.0450 2.1204 0.4136 0.13
C -3.6968 -0.8373 -0.2356 -1.05
H -2.4921 0.5003 3.8940 0.29
H 4.4368 -2.3174 -0.0946 0.33
H -3.1880 2.9546 1.4981 0.60
H 1.5391 3.4708 3.0804 0.28
H -0.2800 -1.4152 -4.3227 0.55
C 3.2373 -0.2278 -3.0334 -1.21
H -0.0967 -4.5055 2.4720 0.34
C -1.5739 1.9715 2.5266 1.85
N -0.4034 0.1179 0.9725 -0.10
H 2.7365 -0.3712 2.3524 0.25
H 2.5427 0.9251 0.2278 0.18
C -3.9007 0.6057 -2.6357 -1.39
C -1.4029 2.8934 3.7285 -1.67
C -2.1239 2.7381 1.3199 -1.62
H 4.4144 -3.2189 -3.0275 0.41
```